(1)
ORCA calculation (ωB97M-V/def2-TZVPD) on a structure of composition C38H51Cl3MnN2O3SbSi.

Output
- electronic energy (hartree) = -4875.167106
- highest occupied orbital energy (spin up / spin down) (eV) = -5.9 / -7.8
- frontier orbital gap (spin up / spin down) (eV) = 6.031 / 7.501
- multiplicity = 5
- lowest unoccupied orbital energy (spin up / spin down) (eV) = 0.09 / -0.26

Structure (XYZ):
```
100
Properties=species:S:1:pos:R:3:lowdin_spin:R:1
C -6.00 1.30 -0.57 0.000
C -5.92 2.38 -1.61 0.000
H -6.56 1.65 0.31 0.000
H -5.01 0.98 -0.23 0.000
H -6.53 0.42 -0.98 0.000
C -6.80 3.39 -1.72 0.000
C -7.98 3.58 -0.84 0.000
H -6.67 4.13 -2.51 0.000
H -7.75 3.47 0.22 0.000
H -8.80 2.88 -1.08 0.000
H -8.37 4.59 -0.98 0.000
Mn -0.01 -0.14 -0.19 2.897
Cl 1.44 -2.42 -0.31 0.219
Cl -1.75 -1.35 0.71 0.022
C 1.19 -0.04 -2.77 0.007
O 1.15 0.55 -1.63 0.026
N 1.86 0.50 -3.77 -0.002
C 2.66 1.70 -3.51 0.000
C 1.59 0.11 -5.15 0.000
H 0.66 -0.99 -2.95 0.007
H 3.39 1.48 -2.73 0.000
H 2.02 2.53 -3.18 0.000
H 3.16 1.95 -4.45 0.000
H 1.42 -0.98 -5.16 0.000
H 2.45 0.37 -5.76 0.000
H 0.68 0.61 -5.55 0.000
H -1.59 -0.73 4.77 0.001
H -2.44 1.05 2.61 0.000
C -0.86 0.08 4.89 0.002
C -1.65 1.62 3.12 0.001
N -0.60 0.74 3.62 0.006
H 0.07 -0.34 5.29 0.001
C 0.44 0.38 2.87 0.011
O 0.66 0.74 1.68 0.043
H -1.23 2.37 2.45 0.000
H 1.16 -0.27 3.39 0.000
H -1.27 0.82 5.59 0.000
H -2.09 2.11 3.99 0.000
O -3.58 2.46 -1.66 0.000
C -4.69 2.30 -2.51 0.000
C -4.45 4.66 -3.40 0.000
C -4.69 3.31 -3.65 0.000
H -4.17 4.98 -2.38 0.000
C -4.57 5.59 -4.44 0.000
H -4.66 1.27 -2.92 0.000
C -5.00 2.87 -4.94 0.000
H -4.35 6.64 -4.24 0.000
C -4.98 5.17 -5.70 0.000
C -5.17 3.80 -5.96 0.000
H -5.12 1.79 -5.12 0.000
H -5.17 5.91 -6.49 0.000
H -5.47 3.47 -6.95 0.000
Si -1.94 2.75 -1.70 0.000
Cl 0.54 -2.82 3.25 0.140
C -1.55 4.53 -1.29 -0.001
C -1.29 2.31 -3.39 0.000
C -1.57 1.72 -0.24 0.007
H -1.96 5.23 -2.03 0.000
H -0.45 4.66 -1.28 0.000
H -1.94 4.80 -0.29 0.000
H -2.27 1.86 0.58 0.001
H -0.55 1.96 0.12 0.003
H -1.77 0.70 -0.62 0.004
H -1.89 2.81 -4.16 0.000
H -1.37 1.23 -3.56 0.000
H -0.25 2.62 -3.52 0.000
C 7.27 -4.03 0.05 0.000
C 6.10 -4.45 -0.60 0.003
C 4.84 -4.05 -0.11 0.010
C 4.77 -3.26 1.03 0.110
C 5.92 -2.81 1.67 0.018
C 7.18 -3.20 1.18 0.006
Sb 2.65 -2.95 1.92 0.308
C 2.75 -5.11 2.37 0.029
C 1.63 -5.89 2.11 0.001
C 1.67 -7.27 2.39 0.000
C 2.83 -7.85 2.91 0.000
C 3.95 -7.05 3.17 0.002
C 3.91 -5.67 2.91 0.008
C 3.56 -1.88 3.66 0.074
C 3.65 -2.56 4.86 0.013
C 4.27 -1.92 5.95 0.004
C 4.74 -0.61 5.82 0.000
C 4.60 0.07 4.60 0.001
C 3.99 -0.57 3.51 0.007
H 8.25 -4.33 -0.32 0.000
H 6.16 -5.10 -1.47 0.001
H 3.93 -4.37 -0.62 0.002
H 5.86 -2.17 2.55 0.002
H 8.08 -2.86 1.70 0.001
H 0.72 -5.44 1.72 0.000
H 0.79 -7.89 2.20 0.000
H 2.87 -8.92 3.12 0.000
H 4.87 -7.49 3.59 0.000
H 4.79 -5.06 3.13 0.002
H 3.24 -3.56 4.98 0.002
H 4.37 -2.45 6.89 0.001
H 5.20 -0.11 6.67 0.000
H 4.95 1.10 4.49 0.000
H 3.86 -0.04 2.56 0.002
```

---

(2)
ORCA calculation (ωB97M-V/def2-TZVPD) on a structure of composition C18H15Br2FeN2O3S.

Output
- electronic energy (hartree) = -7839.534361
- highest occupied orbital energy (spin up / spin down) (eV) = -14.9 / -15.4
- charge = +2
- frontier orbital gap (spin up / spin down) (eV) = 8.166 / 6.347
- multiplicity = 6
- lowest unoccupied orbital energy (spin up / spin down) (eV) = -6.73 / -9.00
- ΔE to the lowest compared entry with this formula, charge and spin (kJ/mol) = 0.0

Structure (XYZ):
```
42
Properties=species:S:1:pos:R:3:lowdin_spin:R:1
Fe -1.30 -0.84 -1.22 3.719
Br -3.08 5.36 0.39 0.003
C -2.61 3.64 -0.12 0.005
C -2.31 3.36 -1.45 0.001
C -1.96 2.06 -1.77 0.013
N -1.90 1.08 -0.85 0.053
C -2.20 1.35 0.43 0.009
C -2.56 2.63 0.83 0.001
C -2.12 0.19 1.37 0.007
C -2.39 0.30 2.72 0.002
C -2.28 -0.84 3.51 0.002
Br -2.62 -0.73 5.33 0.001
C -1.91 -2.05 2.93 0.002
C -1.67 -2.07 1.57 0.008
N -1.77 -0.97 0.80 0.049
H -2.34 4.12 -2.21 0.000
H -1.72 1.80 -2.79 0.002
H -2.81 2.85 1.86 0.000
H -2.67 1.24 3.17 0.000
H -1.82 -2.95 3.52 0.000
H -1.38 -2.99 1.08 0.001
C -4.15 -1.52 -1.66 0.007
O -2.80 -1.64 -2.24 0.064
H -4.61 -2.50 -1.62 0.001
H -4.74 -0.84 -2.26 0.001
H -4.03 -1.13 -0.65 0.001
H -2.87 -2.03 -3.12 0.005
O 7.37 0.75 0.09 -0.001
C 6.78 -0.44 -0.09 0.013
O 7.40 -1.45 -0.02 0.038
C 5.29 -0.48 -0.37 0.150
C 4.44 0.64 -0.30 -0.001
C 3.10 0.50 -0.55 0.104
C 2.58 -0.78 -0.89 0.128
S 0.94 -0.99 -1.21 0.533
C 3.44 -1.90 -0.97 0.089
C 4.77 -1.74 -0.70 -0.010
H 6.78 1.49 -0.03 0.000
H 4.81 1.62 -0.04 -0.002
H 2.43 1.36 -0.50 0.003
H 3.04 -2.87 -1.24 0.002
H 5.46 -2.57 -0.74 -0.002
```

---

(3)
ORCA calculation (ωB97M-V/def2-TZVPD) on an isolated molecule of C3H2F2.

Output
- electronic energy (hartree) = -315.052530
- highest occupied orbital energy (spin up / spin down) (eV) = -8.5 / -9.4
- frontier orbital gap (spin up / spin down) (eV) = 8.035 / 9.623
- lowest unoccupied orbital energy (spin up / spin down) (eV) = -0.51 / 0.25
- ΔE to the lowest compared entry with this formula, charge and spin (kJ/mol) = 303.9

Structure (XYZ):
```
7
Properties=species:S:1:pos:R:3:mulliken_charge:R:1
C 0.41 0.04 -0.55 -0.496
C -0.19 -0.10 0.59 -0.258
C -1.58 -0.08 0.29 0.428
F -2.25 1.15 0.11 -0.211
F -2.26 -1.01 -0.34 -0.165
H 0.01 0.39 -1.42 0.272
H 0.25 -0.06 1.49 0.429
```

---

(4)
ORCA calculation (ωB97M-V/def2-TZVPD) on an isolated molecule of C15H22N2O4.

Output
- electronic energy (hartree) = -995.111975
- SMILES string = CC[C@H](C)[C@H](N)C(=O)N[C@@H](Cc1ccc(O)cc1)C(=O)O
- highest occupied orbital energy (eV) = -9.0
- frontier orbital gap (eV) = 9.161
- lowest unoccupied orbital energy (eV) = 0.20
- ΔE to the lowest compared entry with this formula, charge and spin (kJ/mol) = 550.2

Structure (XYZ):
```
43
Properties=species:S:1:pos:R:3:mulliken_charge:R:1
C 1.74 4.36 2.22 -1.210
C 1.02 3.00 2.24 -0.326
C -0.43 2.68 1.54 0.347
C -1.73 3.53 1.99 -1.123
C -0.75 1.11 1.74 -0.246
N -1.12 0.74 3.14 -0.567
C 0.45 0.27 1.32 0.218
O 1.29 -0.25 2.14 -0.807
N 0.53 -0.02 0.00 0.175
C 1.69 -0.71 -0.67 -0.104
C 1.06 -1.07 -2.04 -0.865
C -0.37 -1.67 -1.97 0.351
C -0.55 -2.85 -1.23 -0.291
C -1.82 -3.39 -1.27 -1.001
C -2.82 -2.67 -1.93 0.983
O -4.02 -3.35 -2.16 -0.601
C -2.77 -1.45 -2.55 -1.271
C -1.43 -0.99 -2.53 -0.030
C 2.86 0.00 -0.68 0.718
O 3.54 0.15 -1.71 -0.633
O 3.35 0.27 0.51 -0.526
H 1.88 4.84 1.19 0.298
H 2.84 4.20 2.78 0.273
H 1.30 5.30 2.74 0.305
H 1.78 2.16 1.99 0.230
H 0.81 2.71 3.22 0.345
H -0.26 2.77 0.48 0.397
H -2.03 3.53 3.07 0.273
H -2.61 2.83 1.51 0.267
H -1.76 4.65 1.57 0.301
H -1.53 0.97 0.84 0.286
H -0.34 0.68 3.76 0.231
H -1.72 -0.08 3.29 0.269
H -0.33 0.30 -0.55 0.178
H 1.66 -1.75 -0.15 0.186
H 1.49 -2.01 -2.54 0.397
H 1.03 -0.22 -2.89 0.261
H 0.21 -3.31 -0.65 0.459
H -2.12 -4.39 -0.86 0.317
H -4.26 -2.81 -3.12 0.371
H -3.62 -0.88 -2.77 0.490
H -1.18 -0.11 -3.16 0.311
H 2.70 0.02 1.19 0.360
```

---

(5)
ORCA calculation (ωB97M-V/def2-TZVPD) on a cluster of 8 separate species, C27H60B2F4NO14S8 in total.

Output
- electronic energy (hartree) = -5807.238728
- highest occupied orbital energy (eV) = -10.1
- charge = +1
- frontier orbital gap (eV) = 6.233
- lowest unoccupied orbital energy (eV) = -3.91
- ΔE to the lowest compared entry with this formula, charge and spin (kJ/mol) = 0.0

Structure (XYZ):
```
116
Properties=species:S:1:pos:R:3:mulliken_charge:R:1
C -0.28 -4.58 -4.33 -1.331
C 0.83 -3.86 -3.50 -0.265
B 0.19 -2.66 -2.71 -0.502
O -1.14 -2.71 -2.44 -0.547
N 0.98 -1.42 -2.22 0.636
C 1.00 -0.39 -3.08 0.673
C 0.35 -0.41 -4.46 -1.273
C 1.21 -1.15 -5.52 0.588
O 2.22 -0.62 -5.89 -0.445
F 0.81 -2.32 -6.03 -0.205
C 1.67 0.77 -2.74 -1.192
C 2.29 0.88 -1.49 1.167
C 3.00 2.20 -1.25 -1.528
B 4.59 1.95 -1.31 0.680
O 5.40 2.40 -0.26 -0.527
O 5.17 1.32 -2.37 -0.499
C 2.23 -0.20 -0.57 1.098
C 2.87 -0.11 0.83 -1.482
O 3.13 1.17 1.29 -0.144
C 2.04 1.73 2.08 -0.761
C 1.58 -1.35 -0.99 -0.212
S 1.49 -2.85 0.02 1.383
O 2.04 -4.00 -0.63 -0.667
O 2.20 -2.71 1.26 -0.730
C -0.29 -3.15 0.58 0.820
F -0.33 -3.26 1.88 -0.198
F -0.82 -4.19 -0.02 -0.191
F -0.94 -2.02 0.25 -0.091
H -1.06 -4.97 -3.65 0.327
H 0.14 -5.47 -4.83 0.386
H -0.78 -3.93 -5.05 0.285
H 1.68 -3.55 -4.14 0.391
H 1.25 -4.64 -2.84 0.451
H -1.49 -1.81 -2.32 0.420
H 0.33 0.62 -4.83 0.550
H -0.71 -0.73 -4.45 0.498
H 1.70 1.60 -3.44 0.470
H 2.69 2.67 -0.32 -0.007
H 2.76 2.91 -2.07 0.508
H 5.43 1.67 0.37 0.287
H 6.04 0.98 -2.10 0.346
H 2.14 -0.56 1.53 0.618
H 3.76 -0.76 0.88 0.453
H 2.20 2.83 2.10 0.444
H 1.09 1.45 1.61 0.332
H 2.10 1.32 3.10 0.191
C -3.42 -0.61 4.10 -1.090
S -2.20 -0.37 2.80 0.667
O -1.31 0.74 3.23 -0.696
C -3.33 0.29 1.57 -0.949
H -2.91 -0.99 4.98 0.419
H -3.90 0.34 4.33 0.361
H -4.17 -1.33 3.76 0.211
H -3.82 1.19 1.95 0.429
H -4.08 -0.46 1.32 0.272
H -2.75 0.54 0.68 0.345
C -8.85 -1.17 2.23 -0.959
S -7.44 -0.60 3.18 0.412
O -6.24 -0.65 2.28 -0.534
C -7.35 -2.02 4.27 -0.835
H -9.06 -0.44 1.45 0.344
H -8.62 -2.14 1.77 0.292
H -9.71 -1.27 2.89 0.374
H -7.22 -2.93 3.68 0.332
H -8.27 -2.09 4.85 0.215
H -6.50 -1.90 4.94 0.358
C -6.22 2.03 -0.16 -0.814
S -5.44 2.27 -1.77 0.440
O -4.00 1.90 -1.63 -0.558
C -5.54 4.07 -1.76 -0.969
H -6.23 0.97 0.07 0.169
H -5.65 2.56 0.61 0.274
H -7.24 2.41 -0.19 0.455
H -5.02 4.46 -0.89 0.299
H -6.59 4.37 -1.74 0.373
H -5.08 4.44 -2.67 0.329
C -10.54 -6.19 5.31 -0.952
S -10.97 -4.50 4.86 0.464
O -10.04 -4.07 3.79 -0.551
C -10.40 -3.76 6.40 -0.938
H -10.78 -6.84 4.46 0.315
H -9.48 -6.26 5.52 0.305
H -11.13 -6.50 6.17 0.383
H -9.34 -3.98 6.55 0.286
H -10.99 -4.15 7.23 0.398
H -10.54 -2.68 6.33 0.306
C 6.82 3.56 -5.13 -0.937
S 6.10 4.64 -3.88 0.701
O 5.09 5.49 -4.56 -0.693
C 7.57 5.64 -3.63 -1.036
H 6.05 2.87 -5.46 0.265
H 7.16 4.15 -5.97 0.422
H 7.64 3.00 -4.69 0.269
H 7.87 6.10 -4.57 0.348
H 8.37 5.01 -3.24 0.334
H 7.33 6.42 -2.90 0.316
C 9.25 -1.81 -2.21 -0.972
S 9.03 -0.51 -3.43 0.438
O 7.85 0.30 -3.01 -0.609
C 8.50 -1.59 -4.76 -0.956
H 9.55 -1.35 -1.27 0.317
H 8.31 -2.35 -2.07 0.283
H 10.03 -2.50 -2.54 0.398
H 7.61 -2.14 -4.46 0.293
H 9.30 -2.28 -5.02 0.401
H 8.27 -0.97 -5.63 0.310
C 4.11 3.56 5.48 -0.901
S 3.18 4.82 4.61 0.402
O 2.47 4.15 3.49 -0.601
C 4.61 5.65 3.90 -0.881
H 3.40 2.89 5.97 0.323
H 4.72 2.99 4.78 0.250
H 4.75 4.03 6.24 0.388
H 5.19 4.95 3.30 0.235
H 5.23 6.06 4.70 0.383
H 4.26 6.47 3.27 0.324
```

---

(6)
ORCA calculation (ωB97M-V/def2-TZVPD) on a cluster of 2 separate species, C3H9NO in total.

Output
- electronic energy (hartree) = -249.631032
- SMILES string = C=CNC.O
- highest occupied orbital energy (eV) = -8.1
- frontier orbital gap (eV) = 9.087
- lowest unoccupied orbital energy (eV) = 0.97
- ΔE to the lowest compared entry with this formula, charge and spin (kJ/mol) = 217.0

Structure (XYZ):
```
14
Properties=species:S:1:pos:R:3:mulliken_charge:R:1
C -0.43 -1.10 -1.29 -0.661
C 0.23 -0.84 -0.12 -0.100
N -0.39 -0.23 1.01 -0.259
C 0.35 -0.33 2.20 -0.888
H -1.36 -0.77 -1.36 0.308
H 0.18 -1.52 -2.12 0.208
H 1.31 -1.02 -0.03 0.241
H -1.34 -0.56 1.20 0.236
H 1.46 0.00 2.04 0.259
H -0.14 0.15 3.05 0.306
H 0.52 -1.30 2.63 0.364
O 0.17 1.97 -1.83 -0.657
H 0.60 2.01 -0.97 0.314
H -0.74 2.45 -1.64 0.329
```